The following is a DFT calculation (ωB97M-V/def2-TZVPD) of the molecule C6H13NO4 in a non-equilibrium geometry.

Properties
E_tot = -592.054307 a.u.
HOMO level = -9.11 eV

Element x y z (Å)
O1 1.947 1.872 -0.245
H1 -1.015 -0.591 1.365
C1 1.598 -0.433 0.278
C2 1.071 -1.103 -1.022
H2 1.345 1.355 1.505
H3 1.768 -1.996 -1.348
H4 0.883 -0.233 -1.746
H5 -0.839 2.109 0.977
H6 -1.902 -0.463 -1.462
O2 -0.527 1.670 -1.024
H7 -3.228 -0.037 0.842
H8 2.622 -0.178 0.180
C3 -0.388 1.298 0.374
H9 -2.320 -1.486 -0.193
C4 -1.276 -0.017 0.568
H10 -1.487 1.865 -1.245
H11 -0.063 -2.220 0.004
O3 1.302 -1.218 1.431
N1 -0.267 -1.793 -0.868
C5 1.132 1.063 0.502
H12 1.466 1.925 -1.152
C6 -1.414 -0.951 -0.627
H13 2.114 -1.054 2.021
O4 -2.523 0.617 0.885

The following is a DFT calculation (ωB97M-V/def2-TZVPD) of the ion C4H9NO with charge +1 in a non-equilibrium geometry.

Properties
E_tot = -287.396349 a.u.
2S+1 = 2
<S²> = 0.755
HOMO level (alpha / beta) = -13.60 / -13.30 eV
total charge = +1

Element x y z (Å)
H1 1.112 -0.858 -1.580
H2 -0.392 -0.462 3.210
H3 -1.288 0.731 -2.444
H4 -0.694 -1.417 0.237
H5 -0.536 -0.534 -3.333
C1 -0.424 -0.391 0.094
C2 0.232 -0.154 -1.386
O1 0.464 1.307 3.233
N1 -0.772 -0.203 -2.428
C3 0.067 0.296 2.690
C4 0.495 0.147 1.132
H6 0.942 1.178 0.872
H7 0.781 0.689 -1.486
H8 -1.497 0.084 -0.012
H9 1.510 -0.413 1.204

The following is a DFT calculation (ωB97M-V/def2-TZVPD) of a structure of composition C6H12IrN5OS in a non-equilibrium geometry.

Properties
E_tot = -1086.735540 a.u.
HOMO level (alpha / beta) = -16.27 / -16.27 eV
total charge = +2

Element x y z (Å)
N1 0.683 -3.989 -1.000
H1 -1.457 -0.807 0.017
N2 -0.074 -1.955 -0.850
H2 -1.741 -4.919 -0.895
C1 -1.788 -3.835 -0.824
C2 0.807 3.117 -0.549
H3 0.499 3.645 -1.452
H4 -2.395 -3.460 -1.649
H5 -0.828 4.029 0.554
N3 -0.836 -0.774 -0.793
C3 0.107 2.623 1.740
C4 0.205 3.707 0.735
H6 -1.415 -0.728 -1.635
H7 -2.264 -3.571 0.122
H8 -0.002 2.035 3.665
O1 0.035 1.410 1.309
H9 2.652 -3.412 -1.114
N4 1.698 -3.084 -1.032
H10 1.899 3.171 -0.512
C5 1.263 -1.842 -0.948
S1 2.066 -0.303 -0.915
N5 0.073 2.817 3.029
H11 0.124 3.748 3.417
C6 -0.411 -3.305 -0.893
H12 0.742 4.578 1.111
Ir1 0.360 1.106 -0.638

The following is a DFT calculation (ωB97M-V/def2-TZVPD) of the molecule C3HF6P in a non-equilibrium geometry.

Properties
E_tot = -1055.379886 a.u.
HOMO level = -8.42 eV

Element x y z (Å)
F1 0.073 1.721 -0.746
F2 2.519 1.473 0.395
C1 0.014 0.669 0.157
H1 2.768 -0.555 -0.496
C2 -0.886 -0.384 -0.198
F3 2.211 -0.467 1.644
F4 -3.019 -1.412 -0.432
F5 -2.772 0.858 -0.147
C3 -2.215 -0.322 -0.296
F6 -0.451 -1.709 -0.111
P1 1.758 0.126 0.231

The following is a DFT calculation (ωB97M-V/def2-TZVPD) of a structure of composition C37H44BCl3IrN7OS8.

Properties
E_tot = -6590.368763 a.u.
2S+1 = 2
<S²> = 0.777
HOMO level = -3.74 eV
total charge = -1

Element x y z (Å)
H1 2.560 -1.113 4.526
Ir1 -0.689 0.139 -0.165
N1 1.253 -2.992 2.211
Cl1 -1.701 -0.140 -7.126
H2 0.817 -2.993 -0.519
S1 2.722 -0.422 -3.343
H3 -3.927 0.673 4.822
C1 -4.406 -1.096 -1.630
H4 -6.649 -3.051 -0.006
C2 3.948 -0.069 -4.474
C3 1.556 -3.689 -0.138
C4 -4.002 2.602 2.724
C5 1.967 1.368 1.492
H5 4.275 0.768 -0.385
H6 1.773 0.721 -7.243
H7 -5.657 1.431 3.512
C6 -4.985 -2.041 0.910
C7 6.199 1.044 -5.405
S2 2.881 -1.350 -6.680
H8 1.618 2.755 4.391
N2 -1.001 0.660 3.392
C8 -5.792 -2.409 -0.160
H9 -4.695 1.355 1.088
C9 -5.220 2.424 3.628
H10 2.428 2.052 -1.412
C10 -0.634 -1.041 -2.778
C11 -5.482 -1.937 -1.434
C12 -1.826 0.207 4.395
N3 -2.554 0.141 -0.826
S3 5.422 0.214 -6.684
H11 3.511 3.363 -1.839
C13 -1.181 -1.795 -5.043
H12 -2.538 4.149 2.316
C14 -0.867 -2.057 -3.724
H13 0.796 0.568 4.663
H14 -0.347 -5.142 2.388
H15 1.571 -4.553 -0.806
H16 -5.971 3.154 3.329
Cl2 -0.385 1.578 -2.189
C15 2.024 -1.615 3.741
H17 3.721 4.913 0.676
N4 2.799 2.436 1.374
B1 0.531 0.407 3.494
H18 5.488 2.011 -0.663
C16 -1.281 -0.483 -5.468
N5 1.436 1.399 2.737
H19 -4.984 2.599 4.678
C17 1.236 -4.166 1.272
C18 4.414 4.081 0.536
S4 1.725 0.172 0.279
H20 -1.352 -2.612 -5.729
H21 1.206 0.043 -5.684
H22 -4.164 4.748 2.658
H23 0.672 -0.678 -7.225
S5 5.304 0.927 -3.936
H24 -3.688 2.699 0.564
C19 -4.449 2.400 1.276
H25 -5.216 -2.397 1.908
C20 4.047 -0.403 -5.790
N6 -2.958 1.602 3.125
C21 -0.735 0.259 -3.287
H26 -1.112 1.590 -4.922
H27 2.537 -3.211 -0.172
O1 -0.337 -1.334 -1.542
H28 -0.053 -5.803 0.772
C22 2.749 3.163 2.551
H29 2.159 -5.521 2.725
S6 -1.114 2.167 1.142
C23 1.914 2.519 3.385
H30 2.292 -5.995 1.031
H31 2.980 -3.551 3.379
C24 -0.111 -4.882 1.353
C25 -1.053 0.562 -4.592
C26 -3.873 -1.240 0.717
S7 7.627 1.879 -5.556
H32 -1.481 -0.493 5.134
C27 3.685 2.778 0.212
C28 1.496 -0.187 -6.710
H33 -5.348 2.998 1.110
C29 -3.421 3.999 2.937
Cl3 -0.761 -3.702 -3.191
H34 5.053 3.987 1.416
H35 3.319 4.056 2.708
H36 -4.171 -0.703 -2.612
H37 -3.249 -0.965 1.560
H38 -3.150 4.149 3.984
C30 4.721 1.669 0.030
C31 -3.555 -0.727 -0.562
H39 -6.100 -2.218 -2.279
H40 5.054 4.317 -0.313
H41 3.319 -4.706 1.641
S8 -0.979 -1.647 1.263
C32 -3.032 0.787 4.243
C33 -1.706 1.482 2.606
H42 -0.912 -4.273 0.945
C34 2.855 2.984 -1.054
C35 2.323 -5.145 1.712
C36 0.468 -1.882 2.198
H43 5.199 1.436 0.985
C37 2.232 -2.814 3.169
N7 0.914 -1.055 3.160
H44 2.063 3.717 -0.876

The following is a DFT calculation (ωB97M-V/def2-TZVPD) of a cluster of 8 separate species, C24H31FO24 in total in a non-equilibrium geometry.

Properties
E_tot = -2838.832938 a.u.
HOMO level = -10.42 eV

Element x y z (Å)
C1 0.796 4.803 -0.578
C2 -2.115 2.957 -0.538
C3 0.352 -3.432 3.441
H1 -1.553 -0.398 -1.773
H2 1.410 -3.521 1.538
O1 0.403 1.400 2.388
H3 -0.744 -3.490 3.563
H4 -3.741 4.549 -2.524
C4 -2.747 4.389 -2.108
C5 -2.879 -1.776 1.323
H5 -4.818 -1.356 3.528
C6 0.823 -2.816 2.128
H6 -2.074 -4.172 -1.503
O2 -0.819 -5.392 -2.622
C7 4.177 -1.007 -2.017
H7 2.709 5.948 -2.721
H8 -4.805 0.433 1.856
O3 -0.009 4.986 0.240
O4 0.904 0.766 -0.616
O5 -3.167 -0.551 1.085
C8 1.479 -1.546 3.930
H9 -3.182 0.897 2.412
O6 1.989 -0.619 4.500
C9 3.999 -1.800 -3.345
C10 -0.479 -5.128 -0.327
O7 -1.405 2.012 3.526
H10 4.066 0.080 -2.051
C11 -3.815 -1.059 3.246
C12 0.545 2.832 2.436
C13 2.833 -2.706 -1.649
H11 -0.538 -1.857 -1.753
O8 1.724 3.870 -0.574
O9 0.902 5.612 -1.684
O10 3.454 -2.988 -2.786
C14 1.996 5.146 -2.510
H12 5.109 -1.262 -1.525
H13 -0.403 -3.578 -1.848
C15 -0.559 -0.771 -1.601
H14 4.914 -2.045 -3.869
H15 0.318 -4.567 0.059
O11 1.821 1.473 -2.523
C16 -1.936 3.273 -2.727
O12 0.809 -2.535 4.496
O13 0.563 -7.160 -2.852
C17 -3.842 0.068 2.180
C18 -0.735 3.238 3.171
H16 -0.367 3.780 4.074
H17 -1.399 3.905 2.635
H18 3.606 4.554 -1.080
H19 -1.094 3.610 -3.300
O14 -1.864 2.501 0.535
O15 1.569 -1.709 2.552
O16 0.258 -0.064 -2.551
H20 2.840 3.267 -2.082
H21 -3.229 -0.791 4.132
O17 -1.423 2.583 -1.605
C19 -0.661 1.007 3.073
H22 1.502 4.724 -3.343
H23 -2.182 5.312 -2.024
H24 3.243 -1.259 -3.923
H25 -0.034 -2.537 1.578
H26 -0.747 0.130 0.443
C20 -1.043 -4.417 -1.606
H27 -2.592 2.671 -3.409
H28 0.775 -4.439 3.662
H29 -1.164 -5.390 0.399
H30 0.472 -1.035 0.298
C21 -0.016 -0.265 -0.226
H31 0.698 3.305 1.491
O18 3.129 -1.467 -1.287
O19 -3.048 3.818 -0.864
C22 -0.012 -6.402 -2.231
O20 -3.243 -2.091 2.613
O21 0.122 -6.349 -0.847
C23 1.082 0.763 -1.939
C24 2.706 4.164 -1.565
O22 -0.991 -0.113 3.231
F1 1.627 3.076 3.216
O23 -2.351 -2.592 0.598
O24 2.101 -3.450 -1.072

The following is a DFT calculation (ωB97M-V/def2-TZVPD) of a structure of composition C3H4LuO in a non-equilibrium geometry.

Properties
E_tot = -1426.656485 a.u.
2S+1 = 2
<S²> = 0.750
HOMO level (alpha / beta) = -17.67 / -17.68 eV
total charge = +2

Element x y z (Å)
H1 1.729 0.848 0.188
C1 -0.393 -0.625 0.355
C2 0.207 -0.196 -0.887
H2 1.513 1.330 -1.594
H3 -0.319 -0.375 -1.826
O1 -1.130 0.069 1.057
H4 -0.458 -1.744 0.382
C3 1.217 0.688 -0.763
Lu1 -2.367 0.007 3.088

The following is a DFT calculation (ωB97M-V/def2-TZVPD) of the molecule C2H3N3 in a non-equilibrium geometry.

Properties
E_tot = -242.233056 a.u.
HOMO level = -9.85 eV

Element x y z (Å)
N1 -0.174 0.645 0.871
H1 -1.818 -0.401 -0.306
N2 1.454 0.037 -0.405
H2 0.447 -1.300 -1.576
C1 -0.753 -0.191 -0.070
C2 0.337 -0.579 -0.823
N3 1.180 0.701 0.683
H3 -0.672 1.089 1.625

The following is a DFT calculation (ωB97M-V/def2-TZVPD) of a structure of composition C46H60BCl2Cs2MgO13P in a non-equilibrium geometry.

Properties
E_tot = -4293.366755 a.u.
HOMO level = -4.61 eV

Element x y z (Å)
C1 2.551 -0.558 -3.074
O1 2.502 -0.820 -4.252
H1 4.854 -9.084 5.466
H2 0.146 1.902 -5.019
C2 0.268 -0.834 -0.059
H3 -3.208 -3.674 4.268
H4 2.475 2.973 1.187
H5 -1.834 -1.872 -2.514
C3 3.750 0.049 -2.434
C4 1.355 -0.814 -2.205
H6 0.623 0.022 -6.289
C5 1.364 6.286 1.104
C6 -0.928 -1.524 -2.030
C7 2.239 -3.232 4.843
C8 -0.883 -1.311 -0.661
O2 4.066 -8.470 5.488
C9 0.192 -1.280 -2.806
H7 6.804 1.228 -3.267
C10 -6.254 3.864 -7.094
C11 1.356 4.790 1.415
H8 0.637 -6.353 4.638
H9 0.463 4.341 0.971
C12 4.893 0.905 -0.492
H10 1.603 2.486 -1.177
C13 5.979 1.234 -1.286
H11 2.468 6.930 2.857
H12 -1.778 -1.511 -0.051
O3 -2.734 -2.944 -6.101
C14 2.882 4.127 -0.559
H13 -4.603 1.537 -1.599
H14 2.149 -4.996 6.050
H15 0.413 6.713 1.433
H16 1.405 6.441 0.023
H17 -6.490 2.988 -2.295
H18 4.358 -7.520 5.333
C15 1.077 2.018 -5.621
H19 1.672 0.880 -7.458
Cl1 -0.306 -6.281 9.369
C16 -7.085 3.845 -4.723
Cl2 1.707 -8.033 8.125
C17 3.560 -2.694 6.900
H20 -0.064 1.262 -7.350
C18 0.210 -4.162 6.259
C19 2.509 7.042 1.771
C20 -3.966 1.697 -4.927
H21 4.890 1.114 0.569
H22 2.025 3.588 -2.487
O4 -1.741 -0.975 -4.798
H23 3.481 6.679 1.434
O5 2.649 0.181 1.015
H24 -7.481 5.476 -9.803
H25 2.463 8.108 1.544
H26 1.255 4.654 2.497
C21 -8.240 5.107 -6.526
C22 -3.825 1.336 -3.597
C23 1.397 -0.571 -0.829
H27 6.846 1.707 -0.844
H28 3.288 -3.550 7.526
P1 -2.336 -1.471 -6.106
C24 -4.721 1.806 -2.642
C25 3.773 0.310 -1.062
H29 4.795 0.165 -4.285
Mg1 -3.871 -1.271 -0.224
C26 5.955 0.966 -2.649
H30 3.866 -1.038 4.711
Cs1 -0.753 -3.762 9.128
C27 -5.777 2.618 -3.019
H31 0.324 -4.954 3.612
C28 -8.344 5.536 -7.837
C29 -5.011 2.532 -5.304
Cs2 0.917 -1.700 2.623
O6 -0.747 -2.517 4.100
H32 4.173 -4.027 5.347
H33 1.691 -2.328 5.105
C30 -7.401 5.136 -8.778
C31 4.843 0.373 -3.225
H34 5.405 -1.840 5.037
C32 1.774 3.537 -1.427
C33 0.004 -7.899 8.640
H35 3.060 5.167 -0.847
C34 1.064 -5.420 4.264
C35 1.452 -4.462 5.390
H36 3.588 -8.540 6.382
O7 -3.652 -0.744 -6.367
H37 -3.279 1.340 -5.677
C36 3.643 -3.069 5.417
H38 0.827 4.063 -1.292
C37 2.597 4.032 0.942
H39 -1.227 -2.147 6.034
O8 -1.302 -1.309 -7.210
H40 0.144 -4.954 7.006
H41 -1.352 -0.476 4.737
C38 0.819 0.969 -6.786
O9 -7.910 4.196 -3.904
O10 -1.059 -4.156 5.649
H42 4.508 -2.308 7.273
H43 -0.912 -0.857 2.746
C39 -5.119 2.953 -6.731
C40 -2.915 -2.725 4.732
H44 1.910 1.564 -5.043
O11 -2.855 -1.722 3.721
H45 0.158 -1.431 -3.873
O12 1.315 3.247 -6.030
H46 -9.160 6.185 -8.130
C41 -5.932 2.980 -4.351
H47 4.487 -2.241 3.586
H48 0.294 -0.667 1.004
H49 -0.623 -7.961 7.759
C42 2.615 -0.019 -0.192
C43 -6.361 4.301 -8.410
H50 -8.959 5.407 -5.775
H51 2.233 -3.317 3.766
C44 -1.455 -2.867 5.225
C45 -7.192 4.273 -6.149
H52 -3.005 0.686 -3.316
H53 -0.233 -8.660 9.372
B1 -1.454 -1.233 3.761
H54 2.799 -1.921 7.050
H55 0.394 -3.217 6.787
H56 1.941 -5.675 3.665
H57 -5.617 3.972 -9.122
H58 3.814 3.593 -0.766
C46 4.399 -1.991 4.645
H59 3.474 4.379 1.497
H60 -3.608 -2.433 5.527
O13 -4.324 2.598 -7.568

The following is a DFT calculation (ωB97M-V/def2-TZVPD) of a structure of composition C3H6O in a non-equilibrium geometry.

Properties
E_tot = -193.035646 a.u.
HOMO level = -9.82 eV

Element x y z (Å)
C1 -0.374 0.038 -0.787
H1 1.377 1.678 -0.289
H2 -0.233 -1.725 0.863
H3 -1.158 0.929 -0.958
H4 -0.193 -0.646 -1.741
H5 -1.750 -0.604 1.023
O1 0.182 0.520 1.264
C2 0.899 0.540 -0.012
C3 -0.664 -0.606 0.648
H6 1.913 -0.125 -0.012

The following is a DFT calculation (ωB97M-V/def2-TZVPD) of a structure of composition C28H23FN3O3Tc in a non-equilibrium geometry.

Properties
E_tot = -1651.217689 a.u.
2S+1 = 4
<S²> = 3.788
HOMO level (alpha / beta) = -10.27 / -9.92 eV
total charge = +1

Element x y z (Å)
H1 3.845 1.049 -0.709
N1 -2.033 -1.564 -0.780
O1 -0.780 1.845 -0.416
C1 -4.728 2.922 -1.002
F1 -6.016 3.219 -1.211
H2 -4.935 -4.122 -0.858
N2 0.412 -2.203 -0.810
C2 0.113 -4.661 -0.884
H3 1.196 -4.647 -0.961
C3 -1.772 -2.909 -0.820
H4 -5.382 -1.664 -0.843
C4 4.438 0.147 -0.723
C5 -2.598 2.302 -1.869
C6 1.757 3.769 2.274
C7 5.935 -2.194 -0.772
C8 0.581 3.693 0.188
C9 6.567 -0.959 -0.732
C10 -4.374 -2.044 -0.829
H5 -4.901 3.120 1.120
Tc1 -0.342 -0.406 -0.648
H6 -2.587 -4.902 -0.821
C11 -2.815 -3.848 -0.830
C12 -2.099 2.262 -0.570
C13 -3.920 2.637 -2.091
C14 0.000 2.489 0.550
C15 1.166 2.582 2.650
H7 4.040 -3.212 -0.826
C16 0.277 1.899 1.803
H8 -4.326 2.684 -3.088
C17 -0.388 -3.259 -0.843
C18 3.796 -1.094 -0.758
H9 1.025 -0.127 3.687
H10 0.342 4.123 -0.773
H11 -1.947 2.061 -2.697
H12 1.403 2.167 3.615
C19 -3.308 -1.170 -0.773
H13 -0.340 0.797 4.345
H14 6.323 1.160 -0.685
H15 -3.474 -0.102 -0.718
H16 -0.303 -5.195 -1.737
C20 4.556 -2.266 -0.788
O2 -1.031 -0.050 1.438
C21 5.818 0.208 -0.712
C22 -2.917 2.569 0.511
C23 -0.306 0.623 2.202
C24 1.474 4.327 1.036
H17 -0.174 -5.192 0.023
H18 -2.533 2.527 1.517
H19 1.953 5.240 0.725
H20 6.525 -3.098 -0.786
N3 1.737 -2.342 -0.809
O3 1.626 -0.091 -0.711
C25 -4.121 -3.415 -0.844
C26 -0.038 0.084 3.577
H21 7.645 -0.910 -0.714
C27 -4.245 2.892 0.295
H22 2.445 4.259 2.944
H23 -0.600 -0.838 3.705
C28 2.339 -1.165 -0.761